Density functional theory data (wB97M-V/def2-TZVPD) for 8 unconnected molecules or ions with the total composition C33H63BrFIN2O28PS7.

Last columns: bonded neighbours and bond lengths (Å).
Cartesian coordinates (Å):
1 C -1.656 -5.133 3.144  C2 1.518, H26 1.087, H27 1.088, H28 1.087
2 C -1.961 -3.968 2.220  C1 1.518, C3 1.535, H29 1.081, H30 1.090
3 C -1.880 -2.551 2.805  C2 1.535, I4 2.155, C5 1.482, H31 1.074
4 I -0.883 -2.313 4.700  C3 2.155
5 C -1.376 -1.532 1.855  C3 1.482, C6 1.358, N21 1.395
6 C -0.215 -1.442 1.156  C5 1.358, P7 1.842, N11 1.407
7 P 1.400 -2.319 1.035  C6 1.842, C8 1.827, C9 1.827
8 C 0.993 -4.046 0.604  P7 1.827, H32 1.087, H33 1.087, H34 1.086
9 C 2.054 -2.506 2.732  P7 1.827, C10 1.544, H35 1.088, H36 1.086
10 C 3.519 -2.963 2.562  C9 1.544, H37 1.089, H38 1.083, H39 1.085
11 N -0.353 -0.284 0.368  C6 1.407, C12 1.455, C16 1.322
12 C 0.642 0.197 -0.578  N11 1.455, C13 1.525, H40 1.085, H41 1.084
13 C 0.691 -0.628 -1.860  C12 1.525, C14 1.502, F15 1.396, H42 1.089
14 C -0.661 -0.920 -2.448  C13 1.502, H43 1.086, H44 1.084, H45 1.087
15 F 1.459 0.145 -2.733  C13 1.396
16 C -1.513 0.309 0.594  N11 1.322, C17 1.483, N21 1.342
17 C -1.985 1.565 -0.038  C16 1.483, C18 1.552, H46 1.085, H47 1.087
18 C -1.518 2.866 0.667  C17 1.552, C19 1.526, C20 1.533, H48 1.088
19 C -2.417 3.208 1.852  C18 1.526, H49 1.084, H50 1.090, H51 1.090
20 C -0.039 2.893 1.068  C18 1.533, H52 1.089, H53 1.087, H54 1.087
21 N -2.149 -0.419 1.525  C5 1.395, C16 1.342, C22 1.465
22 C -3.474 -0.041 2.023  N21 1.465, Br23 1.940, C24 1.519, H55 1.076
23 Br -4.812 -1.148 1.158  C22 1.940
24 C -3.661 0.028 3.529  C22 1.519, C25 1.527, H56 1.084, H57 1.089
25 C -4.843 0.925 3.890  C24 1.527, H58 1.085, H59 1.088, H60 1.088
26 H -2.288 -5.105 4.028  C1 1.087
27 H -1.879 -6.062 2.624  C1 1.088
28 H -0.611 -5.164 3.443  C1 1.087
29 H -1.355 -4.024 1.327  C2 1.081
30 H -2.994 -4.080 1.891  C2 1.090
31 H -2.881 -2.270 3.074  C3 1.074
32 H 0.605 -4.616 1.444  C8 1.087
33 H 0.283 -4.067 -0.219  C8 1.087
34 H 1.914 -4.510 0.265  C8 1.086
35 H 1.495 -3.241 3.307  C9 1.088
36 H 1.994 -1.547 3.237  C9 1.086
37 H 3.666 -3.455 1.601  C10 1.089
38 H 4.183 -2.107 2.583  C10 1.083
39 H 3.789 -3.685 3.325  C10 1.085
40 H 0.410 1.221 -0.850  C12 1.085
41 H 1.611 0.182 -0.091  C12 1.084
42 H 1.221 -1.561 -1.678  C13 1.089
43 H -0.521 -1.233 -3.478  C14 1.086
44 H -1.302 -0.046 -2.456  C14 1.084
45 H -1.123 -1.745 -1.913  C14 1.087
46 H -1.674 1.549 -1.078  C17 1.085
47 H -3.072 1.560 -0.071  C17 1.087
48 H -1.665 3.647 -0.077  C18 1.088
49 H -2.115 4.159 2.274  C19 1.084
50 H -2.339 2.462 2.643  C19 1.090
51 H -3.453 3.307 1.531  C19 1.090
52 H 0.347 1.920 1.367  C20 1.089
53 H 0.090 3.567 1.911  C20 1.087
54 H 0.580 3.293 0.269  C20 1.087
55 H -3.655 0.948 1.641  C22 1.076
56 H -3.870 -0.951 3.947  C24 1.084
57 H -2.744 0.399 3.985  C24 1.089
58 H -4.826 1.162 4.948  C25 1.085
59 H -4.846 1.842 3.305  C25 1.088
60 H -5.779 0.411 3.684  C25 1.088
61 C 4.407 -0.665 -1.022  C62 1.511, O67 1.434, H68 1.092, H69 1.086
62 C 5.678 -0.339 -1.771  C61 1.511, O63 1.440, H70 1.082, H71 1.091
63 O 6.612 0.001 -0.729  C62 1.440, S64 1.594
64 S 6.325 -0.885 0.565  O63 1.594, O65 1.417, O66 1.418, O67 1.600
65 O 7.175 -2.018 0.588  S64 1.417
66 O 6.219 -0.027 1.689  S64 1.418
67 O 4.864 -1.377 0.137  C61 1.434, S64 1.600
68 H 3.891 0.243 -0.707  C61 1.092
69 H 3.734 -1.304 -1.585  C61 1.086
70 H 5.532 0.506 -2.430  C62 1.082
71 H 6.057 -1.199 -2.326  C62 1.091
72 C -3.834 -0.957 -5.782  C73 1.515, O78 1.442, H79 1.091, H80 1.086
73 C -4.235 -2.070 -4.835  C72 1.515, O74 1.444, H81 1.084, H82 1.091
74 O -4.044 -1.482 -3.530  C73 1.444, S75 1.593
75 S -4.420 0.066 -3.584  O74 1.593, O76 1.416, O77 1.423, O78 1.586
76 O -5.751 0.261 -3.141  S75 1.416
77 O -3.359 0.803 -2.988  S75 1.423
78 O -4.371 0.228 -5.161  C72 1.442, S75 1.586
79 H -2.751 -0.859 -5.862  C72 1.091
80 H -4.272 -1.057 -6.770  C72 1.086
81 H -3.609 -2.951 -4.921  C73 1.084
82 H -5.287 -2.337 -4.948  C73 1.091
83 C -1.042 6.358 5.841  C84 1.516, O89 1.440, H90 1.091, H91 1.086
84 C -0.863 7.839 5.568  C83 1.516, O85 1.440, H92 1.085, H93 1.091
85 O -0.490 7.881 4.179  C84 1.440, S86 1.587
86 S -1.241 6.733 3.379  O85 1.587, O87 1.416, O88 1.421, O89 1.595
87 O -2.412 7.235 2.761  S86 1.416
88 O -0.280 6.015 2.618  S86 1.421
89 O -1.676 5.866 4.645  C83 1.440, S86 1.595
90 H -0.086 5.849 5.969  C83 1.091
91 H -1.691 6.154 6.687  C83 1.086
92 H -0.067 8.288 6.153  C84 1.085
93 H -1.790 8.397 5.705  C84 1.091
94 C -2.453 -1.685 9.434  C95 1.516, O100 1.435, H101 1.091, H102 1.086
95 C -3.052 -1.725 8.042  C94 1.516, O96 1.433, H103 1.086, H104 1.091
96 O -4.331 -1.100 8.203  C95 1.433, S97 1.600
97 S -4.234 0.066 9.293  O96 1.600, O98 1.419, O99 1.414, O100 1.597
98 O -4.027 1.309 8.641  S97 1.419
99 O -5.285 -0.108 10.223  S97 1.414
100 O -2.844 -0.396 9.930  C94 1.435, S97 1.597
101 H -2.869 -2.460 10.079  C94 1.091
102 H -1.368 -1.745 9.435  C94 1.086
103 H -3.196 -2.733 7.664  C95 1.086
104 H -2.465 -1.142 7.330  C95 1.091
105 C 7.109 4.177 -4.205  C106 1.517, O111 1.443, H112 1.090, H113 1.085
106 C 5.913 5.109 -4.207  C105 1.517, O107 1.443, H114 1.085, H115 1.090
107 O 4.817 4.249 -4.585  C106 1.443, S108 1.589
108 S 5.048 2.790 -3.999  O107 1.589, O109 1.421, O110 1.419, O111 1.585
109 O 4.327 2.630 -2.786  S108 1.421
110 O 4.881 1.856 -5.054  S108 1.419
111 O 6.586 2.953 -3.649  C105 1.443, S108 1.585
112 H 7.475 3.975 -5.212  C105 1.090
113 H 7.921 4.524 -3.574  C105 1.085
114 H 5.993 5.908 -4.937  C106 1.085
115 H 5.711 5.521 -3.218  C106 1.090
116 C 2.117 1.611 -6.736  C117 1.514, O122 1.438, H123 1.089, H124 1.087
117 C 2.409 2.928 -7.423  C116 1.514, O118 1.435, H125 1.086, H126 1.092
118 O 2.642 2.550 -8.788  C117 1.435, S119 1.597
119 S 1.709 1.316 -9.183  O118 1.597, O120 1.417, O121 1.416, O122 1.598
120 O 0.534 1.779 -9.827  S119 1.417
121 O 2.521 0.319 -9.775  S119 1.416
122 O 1.321 0.891 -7.692  C116 1.438, S119 1.598
123 H 3.030 1.052 -6.537  C116 1.089
124 H 1.548 1.728 -5.817  C116 1.087
125 H 3.297 3.419 -7.034  C117 1.086
126 H 1.557 3.609 -7.384  C117 1.092
127 C -0.106 -6.932 -3.878  C128 1.517, O133 1.444, H134 1.090, H135 1.085
128 C 0.983 -6.302 -4.726  C127 1.517, O129 1.442, H136 1.085, H137 1.090
129 O 0.487 -4.969 -4.967  C128 1.442, S130 1.583
130 S -0.321 -4.454 -3.708  O129 1.583, O131 1.421, O132 1.419, O133 1.589
131 O 0.521 -3.662 -2.881  S130 1.421
132 O -1.572 -3.940 -4.139  S130 1.419
133 O -0.514 -5.862 -2.999  C127 1.444, S130 1.589
134 H -0.963 -7.242 -4.475  C127 1.090
135 H 0.248 -7.761 -3.274  C127 1.085
136 H 1.123 -6.797 -5.681  C128 1.085
137 H 1.933 -6.235 -4.194  C128 1.090

Properties
* electronic energy: -261538.936 eV
* total charge: +1
* HOMO level: -11.4 eV